Entry 1
3 unconnected molecules or ions with the total composition C2H10N2O3. Source: the OMol25 dataset; level of theory: ωB97M-V/def2-TZVPD.

The geometry in XYZ format:
```
17
C2H10N2O3 ωB97M-V/def2-TZVPD
H 1.087 0.524 -0.498
H -0.430 1.322 0.015
O -0.138 2.983 2.259
H -0.584 3.250 1.455
H -0.664 0.880 -2.291
C -0.181 -0.737 0.565
O 0.162 -1.871 0.283
H -0.413 -1.132 2.534
H -0.906 0.479 2.077
H 1.220 -2.966 -2.655
O 1.331 -2.095 -2.263
H -0.420 -0.717 -2.060
H 0.963 -2.188 -1.366
N -0.623 -0.453 1.823
N -0.746 0.133 -1.617
H 0.343 2.164 2.140
C -0.001 0.423 -0.403
```

Computed properties:
Gap between HOMO and LUMO = 10.097 eV
HOMO energy = -9.58 eV
Net charge = 0
Structure (SMILES) = NCC(N)=O.O.O

=====

Entry 2
3 unconnected molecules or ions with the total composition C2H10N2O3. Source: the OMol25 dataset; level of theory: ωB97M-V/def2-TZVPD.

The geometry in XYZ format:
```
17
C2H10N2O3 ωB97M-V/def2-TZVPD
O 2.098 1.868 0.444
H 0.601 0.304 0.123
O -0.755 2.298 1.472
H 2.126 -1.249 -0.780
O 0.633 -2.390 -1.583
H 1.402 2.361 0.896
H -1.127 -1.403 1.168
H -2.968 -0.448 -0.117
H -1.325 1.544 1.330
H 2.967 2.171 0.687
H -1.260 2.790 2.143
N 0.310 -0.628 -0.136
N -2.077 0.034 -0.200
C -1.086 -0.965 0.160
H -1.310 -1.875 -0.399
H -1.940 0.385 -1.134
C 1.056 -1.512 -0.870
```

Computed properties:
Gap between HOMO and LUMO = 10.049 eV
HOMO energy = -9.37 eV
Net charge = 0
Structure (SMILES) = NCNC=O.O.O

=====

Least stable of them? entry 2.

=====

Entry 1
15 unconnected molecules or ions with the total composition C15H60N30O15. Source: the OMol25 dataset; level of theory: ωB97M-V/def2-TZVPD.

The geometry in XYZ format:
```
120
C15H60N30O15 ωB97M-V/def2-TZVPD
C 31.083 21.110 0.021
O 27.273 21.599 1.427
H 33.881 20.204 4.730
C 27.608 22.740 1.465
N 28.715 19.647 4.652
N 29.188 21.658 -5.184
C 29.439 20.524 4.096
H 29.973 19.484 -0.193
O 29.320 25.971 -1.250
O 31.175 21.983 -4.430
H 30.138 16.162 2.282
N 29.555 20.896 -3.241
O 31.162 14.104 1.563
C 28.359 18.163 -1.558
N 31.236 17.235 5.648
N 33.203 23.082 -2.591
N 33.561 19.863 -2.559
H 33.551 24.502 0.996
H 28.232 21.467 -4.919
H 30.081 20.807 -2.383
N 31.659 21.749 1.023
N 31.179 25.126 2.944
H 28.763 18.686 4.346
N 30.049 26.237 1.352
O 29.392 17.944 -0.991
H 30.151 22.290 4.632
H 34.909 27.681 1.213
O 31.716 24.794 0.870
H 28.962 24.203 1.893
C 33.118 18.833 -3.247
N 29.990 23.825 -1.142
H 34.447 20.325 -2.703
H 31.149 14.111 -0.851
H 33.183 17.524 -0.095
H 29.675 26.208 0.415
C 30.968 17.282 4.343
H 30.098 20.109 1.440
H 28.527 23.536 -3.143
H 32.452 22.610 -3.073
H 29.408 22.442 1.974
N 28.616 24.442 -2.706
H 27.937 19.954 -0.764
H 32.311 22.431 0.662
C 29.323 24.822 -1.670
H 30.239 23.036 -1.721
O 34.653 22.028 -0.344
H 35.901 17.605 1.891
H 30.482 15.685 -0.989
H 28.163 25.230 -3.147
C 35.829 21.794 -0.312
H 26.901 17.739 -2.858
O 34.540 19.569 2.000
C 34.322 18.570 1.276
H 31.715 24.275 3.036
C 33.539 24.334 -2.891
H 32.493 22.592 6.324
H 36.260 22.980 -1.829
H 28.437 16.894 -3.009
N 27.677 19.247 -1.437
N 31.916 18.457 -2.776
N 34.400 24.851 -2.034
C 32.712 21.789 4.618
H 28.548 20.816 -3.224
N 32.742 21.727 5.866
H 37.619 22.062 -1.225
H 30.813 25.589 3.764
N 34.480 24.559 1.390
C 31.083 25.432 1.693
H 29.654 16.656 0.604
H 34.955 24.300 -1.395
H 35.938 20.563 1.155
O 33.780 18.215 -4.091
C 30.693 14.984 0.872
N 30.301 20.186 0.454
C 35.153 25.689 1.453
H 32.651 18.169 4.194
H 33.654 26.664 0.576
N 34.547 26.754 1.039
O 36.252 25.767 1.978
H 37.426 20.573 0.321
N 30.704 14.896 -0.398
N 29.400 21.637 4.807
O 31.376 21.106 -1.144
H 34.549 25.845 -2.137
N 28.760 23.213 1.900
H 30.449 17.320 6.275
H 26.752 19.388 -1.818
O 32.932 24.975 -3.685
H 32.846 20.333 -2.022
H 35.037 16.762 0.599
H 25.797 23.580 1.512
O 30.127 20.321 3.073
N 30.114 16.061 1.278
H 28.368 19.788 5.590
H 29.422 22.335 -5.896
N 33.242 18.282 0.569
H 31.708 18.204 2.736
N 27.791 17.456 -2.473
N 36.640 22.306 -1.180
H 31.577 21.401 1.967
H 33.335 21.032 6.296
H 32.701 19.133 0.509
H 28.891 21.581 5.677
H 31.479 17.606 -3.099
H 29.366 26.594 2.005
C 30.051 21.495 -4.266
H 32.152 17.465 6.005
N 33.302 20.720 4.083
H 33.491 20.560 3.103
O 32.150 22.670 4.061
N 35.117 17.521 1.260
H 27.054 24.593 1.843
O 29.871 16.932 3.953
N 31.931 17.760 3.615
H 34.875 23.729 1.809
H 30.552 24.022 -0.326
H 33.608 22.665 -1.765
H 31.313 19.107 -2.293
N 26.785 23.737 1.378
N 36.530 21.015 0.472
```

Computed properties:
Gap between HOMO and LUMO (spin up / spin down) = 1.537 / 7.909 eV
Multiplicity = 2
HOMO energy (spin up / spin down) = -0.22 / -6.61 eV
Net charge = -1

=====

Entry 2
15 unconnected molecules or ions with the total composition C15H60N30O15. Source: the OMol25 dataset; level of theory: ωB97M-V/def2-TZVPD.

The geometry in XYZ format:
```
120
C15H60N30O15 ωB97M-V/def2-TZVPD
H -2.361 -1.881 -4.640
H 3.903 0.906 1.758
H 3.911 0.354 0.021
H -2.567 -4.050 -4.965
N 2.170 -3.918 -1.339
C -4.339 -0.189 -1.357
N -3.539 -3.779 -5.011
N 2.995 2.557 -0.723
O -4.212 2.195 2.039
C -3.905 -2.914 -4.085
O 5.046 -3.565 1.948
H -2.381 4.119 3.955
N -1.891 1.296 -3.425
O 3.454 -0.127 -1.674
N -3.039 3.046 -3.252
H 5.878 3.691 3.790
H -2.312 0.106 2.912
H 2.950 -2.039 2.350
H 2.796 -3.154 -1.128
N 5.387 3.378 2.965
H -0.303 -1.444 -0.486
H -3.308 0.741 4.556
H 0.173 4.146 -1.647
N -2.936 -2.123 -3.845
H 3.765 5.476 -0.995
N 0.153 6.330 -0.587
H 0.991 0.013 -2.310
O -1.942 6.412 -1.341
O 3.463 2.911 1.910
H -1.791 -3.917 0.187
N -4.359 -5.050 -0.923
C -0.806 -3.310 3.243
H 0.304 -1.723 3.690
N 3.601 4.579 -0.561
C -0.598 3.540 3.318
N 0.298 -4.985 -1.084
O -2.406 -5.995 -0.797
N -0.685 4.651 -1.817
H 2.305 -4.558 -2.109
H 0.956 -0.483 1.169
N 5.490 -1.138 0.205
O 0.441 3.119 3.544
H -4.780 -5.949 -1.109
H -0.652 -5.112 -0.765
C 4.088 3.337 2.874
H 0.783 -5.540 -1.774
N -2.695 -3.898 -0.264
H 4.101 3.627 4.839
H 1.040 1.276 1.266
N 3.505 -1.112 -3.561
H -2.908 0.321 1.263
H -1.317 -0.476 -1.299
C 3.854 -3.834 1.953
C -0.303 0.595 0.032
H 4.147 -5.753 1.523
H -1.227 3.535 5.184
N 3.458 -5.071 1.808
H -4.934 -4.227 -1.025
H 2.526 3.417 4.163
H 4.905 -1.239 -0.612
H 4.017 4.234 0.292
H -5.113 1.551 -0.955
H -5.747 -1.434 -1.769
N -0.650 -0.497 -0.542
O 0.545 -3.014 -0.010
O 5.922 -0.083 2.177
H -0.077 -2.120 2.034
C -3.707 1.353 2.728
C 5.233 -0.292 1.179
O -3.394 -0.915 -1.324
N -1.080 -3.530 4.499
H 1.277 -0.713 -3.831
H 4.502 -1.248 -3.483
C 2.914 -0.532 -2.676
O 2.129 3.961 -2.146
O -1.408 2.928 -4.863
H -0.391 3.519 1.374
H -2.110 1.334 -2.440
H -6.178 0.247 -1.916
H 3.413 2.487 0.194
N 4.134 0.277 1.003
H 2.489 -5.349 1.868
O -1.684 -3.631 2.472
N 0.624 0.432 0.899
N -4.215 1.128 -1.141
N -3.696 1.519 4.042
C 2.880 3.756 -1.187
H -3.437 1.455 -0.586
H 6.176 -1.831 0.468
C -3.080 -5.009 -0.705
H -1.718 -4.265 4.769
N 2.839 -3.028 2.176
C -0.848 5.902 -1.305
N 0.108 -2.415 2.982
H -4.251 -4.460 -5.235
H 2.483 1.796 -1.145
H 1.920 -3.441 2.244
N 1.662 -0.351 -2.970
N -0.975 3.934 2.086
O -4.959 -3.007 -3.503
H -0.458 -3.185 5.217
H -1.222 0.647 -3.815
N 3.508 3.607 4.021
N -5.473 -0.475 -1.929
N -1.467 3.797 4.238
H -1.479 4.194 -2.242
H 2.914 -1.556 -4.250
N -3.011 0.434 2.261
H -2.931 -1.496 -3.053
C -2.075 2.463 -3.966
H -3.118 -3.042 -0.592
H -1.767 4.543 1.940
H -4.403 2.182 4.328
H 5.808 2.903 2.179
H -3.546 2.359 -2.711
H -3.535 3.891 -3.493
H 0.078 7.239 -0.154
H 1.070 5.926 -0.717
O -0.776 1.707 -0.242
C 0.988 -3.906 -0.723
```

Computed properties:
Gap between HOMO and LUMO (spin up / spin down) = 1.764 / 7.932 eV
Multiplicity = 2
HOMO energy (spin up / spin down) = -0.22 / -6.45 eV
Net charge = -1

=====

Least stable of them? entry 2.

=====

Entry 1
2 unconnected molecules or ions with the total composition C3H10N2O2. Source: the OMol25 dataset; level of theory: ωB97M-V/def2-TZVPD.

The geometry in XYZ format:
```
17
C3H10N2O2 ωB97M-V/def2-TZVPD
N -0.444 -1.416 1.293
H 2.013 -1.396 -3.164
C -0.851 1.033 0.713
O 1.380 -1.860 -2.592
H -0.470 2.887 1.726
H 1.227 -1.273 -1.846
C 0.023 -0.412 0.586
H -0.672 1.757 -1.171
H -1.970 0.632 -0.956
H 0.742 1.715 2.069
H -1.605 0.762 1.455
O 0.992 -0.391 -0.111
H -1.332 -1.314 1.777
H 0.061 -2.302 1.263
H 0.798 2.421 0.532
N -1.328 1.310 -0.541
C 0.089 2.063 1.271
```

Computed properties:
Gap between HOMO and LUMO (spin up / spin down) = 10.787 / 5.868 eV
Multiplicity = 2
HOMO energy (spin up / spin down) = -14.16 / -14.15 eV
Net charge = +1

=====

Entry 2
2 unconnected molecules or ions with the total composition C3H10N2O2. Source: the OMol25 dataset; level of theory: ωB97M-V/def2-TZVPD.

The geometry in XYZ format:
```
17
C3H10N2O2 ωB97M-V/def2-TZVPD
H 0.683 0.393 0.534
H 1.096 -0.915 -1.509
H 1.461 -0.122 1.996
H -2.363 0.956 0.757
H -2.358 0.229 -0.700
C 0.719 -1.683 -0.856
H 0.117 2.823 -0.720
C 1.330 -1.557 0.498
H -2.063 3.109 -0.286
C -1.738 2.188 -0.792
O 1.833 -2.487 1.119
O -0.326 2.010 -0.474
N 1.246 -0.273 1.034
H 0.964 -2.678 -1.216
H -1.845 2.187 -1.915
N -2.566 1.090 -0.237
H -0.370 -1.577 -0.781
```

Computed properties:
Gap between HOMO and LUMO (spin up / spin down) = 9.115 / 4.103 eV
Multiplicity = 2
HOMO energy (spin up / spin down) = -13.52 / -13.52 eV
Net charge = +1

=====

Least stable of them? entry 2.

=====

Entry 1
A gas-phase ion, C3H9N2O (charge +1). Source: the OMol25 dataset; level of theory: ωB97M-V/def2-TZVPD.

The geometry in XYZ format:
```
15
C3H9N2O ωB97M-V/def2-TZVPD
H 0.482 -1.537 1.379
C -1.276 0.273 -0.954
O 1.336 0.830 -0.325
H 0.132 2.048 0.522
H -0.496 -0.047 -1.656
H -0.135 -2.094 -0.303
H -1.124 -0.001 1.167
N 1.414 -0.596 -0.472
N -0.629 0.054 0.347
C 0.254 -1.173 0.357
C 0.450 1.079 0.709
H 2.380 -1.051 -0.313
H 0.827 1.026 1.725
H -1.370 1.377 -1.008
H -2.244 -0.185 -1.176
```

Computed properties:
Gap between HOMO and LUMO = 10.652 eV
HOMO energy = -13.95 eV
Net charge = +1
Structure (SMILES) = C[N@H+]1CNOC1

=====

Entry 2
A gas-phase ion, C3H9N2O (charge +1). Source: the OMol25 dataset; level of theory: ωB97M-V/def2-TZVPD.

The geometry in XYZ format:
```
15
C3H9N2O ωB97M-V/def2-TZVPD
H -1.848 -1.534 0.288
C 2.351 -0.710 -0.038
H -1.310 1.868 -0.805
C -0.971 0.248 0.577
H -1.788 -0.790 -1.166
O 1.542 0.417 0.375
N -1.924 -0.583 -0.126
H -0.558 -0.159 1.491
H -0.168 2.296 0.523
C -0.599 1.451 -0.132
H 2.004 -1.732 -0.071
H -2.828 -0.088 -0.100
H 2.634 -0.406 -1.100
N 0.307 0.379 -0.412
H 3.157 -0.657 0.697
```

Computed properties:
Gap between HOMO and LUMO = 9.947 eV
HOMO energy = -13.85 eV
Net charge = +1
Structure (SMILES) = CON1C[C@H]1[NH3+]

=====

Entry 3
2 unconnected molecules or ions with the total composition C3H9N2O. Source: the OMol25 dataset; level of theory: ωB97M-V/def2-TZVPD.

The geometry in XYZ format:
```
15
C3H9N2O ωB97M-V/def2-TZVPD
H -2.413 1.298 0.363
C -1.011 1.318 -0.935
H 0.434 1.325 -2.203
H 1.698 -1.930 -0.070
N 0.031 0.768 -1.451
H 1.518 0.382 0.415
O 0.011 -1.015 0.442
H -1.289 2.253 -1.179
C 1.133 -1.797 0.843
H -1.586 -0.233 0.279
H 0.243 -0.161 -1.169
H 0.908 -0.103 2.081
N -1.793 0.690 -0.137
H 1.075 -2.428 1.631
C 1.042 -0.368 1.090
```

Computed properties:
Gap between HOMO and LUMO = 12.254 eV
HOMO energy = -15.46 eV
Net charge = +1

=====

Least stable of them? entry 2.

=====

Entry 1
A molecular structure, ClH4NSi. Source: the OMol25 dataset; level of theory: ωB97M-V/def2-TZVPD.

The geometry in XYZ format:
```
7
ClH4NSi ωB97M-V/def2-TZVPD
N 0.248 1.165 -1.293
Si -0.718 0.928 -0.046
H 0.889 1.910 -1.551
H 1.479 -2.167 0.840
H -1.282 1.298 1.316
Cl -2.129 -0.350 -0.624
H 1.513 -2.784 1.358
```

Computed properties:
Gap between HOMO and LUMO = 9.884 eV
HOMO energy = -9.93 eV
Net charge = 0

=====

Entry 2
2 unconnected molecules or ions with the total composition ClH4NSi. Source: the OMol25 dataset; level of theory: ωB97M-V/def2-TZVPD.

The geometry in XYZ format:
```
7
ClH4NSi ωB97M-V/def2-TZVPD
H 1.725 0.331 -0.408
H -0.815 -1.844 0.025
H 0.065 1.339 -0.129
H -2.634 0.160 0.519
N -0.033 0.358 -0.320
Si -1.308 -0.497 0.191
Cl 2.998 0.153 0.121
```

Computed properties:
Gap between HOMO and LUMO = 9.384 eV
HOMO energy = -10.04 eV
Net charge = 0
Structure (SMILES) = N=[SiH2].Cl

=====

Entry 3
A single ClH4NSi molecule. Source: the OMol25 dataset; level of theory: ωB97M-V/def2-TZVPD.

The geometry in XYZ format:
```
7
ClH4NSi ωB97M-V/def2-TZVPD
N 0.298 0.035 -0.905
H 0.087 1.471 1.200
Si 0.494 0.031 0.794
H -0.446 -0.716 1.748
Cl 2.524 0.175 0.663
H 0.630 -0.734 -1.491
H -0.672 0.201 -1.261
```

Computed properties:
Gap between HOMO and LUMO = 10.882 eV
HOMO energy = -10.09 eV
Net charge = 0
Structure (SMILES) = N[SiH2]Cl

=====

Least stable of them? entry 2.